Record 1
A 2-piece molecular cluster, C5H9Cl overall at a distorted geometry, computed with ωB97M-V/def2-TZVPD.

Computed properties:
- HOMO level (alpha / beta) (eV) = -8.7287 / -8.7284
- strongest force on any atom (Eh/bohr) = 0.0406
- Kohn-Sham gap (alpha / beta) (eV) = 6.7 / 6.7
- molar mass (u) = 104.6
- energy (Eh) = -656.0222
- energy relative to the best compared isomer or geometry (same formula, charge and spin) (kcal/mol) = 47.4

Cartesian coordinates (Å):
1 Cl 2.737 0.011 -1.052
2 C -0.706 0.750 -0.745
3 C -0.918 -0.765 -0.551
4 C 0.192 -1.238 0.446
5 C 0.661 0.010 1.073
6 C 0.077 1.234 0.536
7 H -0.063 0.919 -1.610
8 H -1.657 1.284 -0.866
9 H -1.899 -0.922 -0.077
10 H -0.892 -1.316 -1.500
11 H -0.169 -2.025 1.124
12 H 1.040 -1.637 -0.145
13 H 1.413 0.014 1.860
14 H 0.831 1.978 0.284
15 H -0.647 1.703 1.221

Record 2
A 3-piece molecular cluster, C4H12N2S overall at a distorted geometry, computed with ωB97M-V/def2-TZVPD.

Computed properties:
- expectation value of S² = 0.7689
- 2S+1 = 2
- HOMO level (alpha / beta) (eV) = -0.9374 / -3.3512
- strongest force on any atom (Eh/bohr) = 0.0526
- Kohn-Sham gap (alpha / beta) (eV) = 4.9 / 7.2
- molar mass (u) = 120.2
- total charge = -1
- energy (Eh) = -667.1925
- energy relative to the best compared isomer or geometry (same formula, charge and spin) (kcal/mol) = 39.4

Cartesian coordinates (Å):
1 C -0.612 -2.012 0.957
2 C 0.316 -1.688 1.910
3 N -1.945 -2.006 1.209
4 H -0.362 -2.522 0.033
5 H 1.383 -1.870 1.691
6 H 0.054 -1.544 2.961
7 H -2.284 -1.732 2.129
8 H -0.658 -0.493 0.002
9 H -2.507 -1.707 0.423
10 C 1.000 2.203 -1.200
11 C 0.877 0.786 -1.782
12 S -0.835 0.171 -1.936
13 N 0.139 2.465 -0.026
14 H 0.677 2.893 -1.969
15 H 2.093 2.335 -1.019
16 H 1.436 0.069 -1.203
17 H 1.260 0.686 -2.820
18 H 0.621 2.110 0.792
19 H -0.651 1.858 -0.152

Record 3
C43H40FeN5O2P2S as an isolated structure at a distorted geometry, computed with ωB97M-V/def2-TZVPD.

Computed properties:
- expectation value of S² = 1.1500
- 2S+1 = 2
- HOMO level (alpha / beta) (eV) = -12.6243 / -12.6883
- strongest force on any atom (Eh/bohr) = 0.0491
- Kohn-Sham gap (alpha / beta) (eV) = 5.7 / 5.8
- molar mass (u) = 808.7
- total charge = +2
- energy (Eh) = -4430.9961
- energy relative to the best compared isomer or geometry (same formula, charge and spin) (kcal/mol) = 0.0

Cartesian coordinates (Å):
1 Fe 1.102 -1.053 0.849
2 C -0.137 -2.445 3.525
3 O 0.253 -1.279 2.762
4 C 0.070 -0.056 3.365
5 C -0.715 0.146 4.482
6 C -0.791 1.425 5.017
7 C -0.089 2.492 4.451
8 C 0.695 2.292 3.339
9 C 0.773 1.013 2.773
10 N 1.503 0.689 1.641
11 N 2.349 1.600 1.270
12 C 3.344 1.334 0.450
13 C 3.751 -0.046 0.080
14 O 3.024 -1.029 0.304
15 C 5.028 -0.236 -0.543
16 C 5.758 0.828 -0.928
17 C 5.326 2.197 -0.726
18 C 6.091 3.258 -1.200
19 C 5.670 4.564 -1.004
20 C 4.480 4.819 -0.328
21 C 3.712 3.776 0.153
22 C 4.127 2.456 -0.037
23 H 0.260 -2.357 4.534
24 H 0.312 -3.292 3.024
25 H -1.225 -2.522 3.536
26 H -1.269 -0.664 4.932
27 H -1.407 1.591 5.889
28 H -0.165 3.478 4.885
29 H 1.239 3.105 2.881
30 H 5.343 -1.255 -0.720
31 H 6.708 0.673 -1.425
32 H 7.017 3.057 -1.722
33 H 6.268 5.385 -1.374
34 H 4.155 5.839 -0.176
35 H 2.788 3.975 0.679
36 N -1.684 -0.763 -0.695
37 P -1.613 0.352 0.625
38 C -2.038 1.956 -0.105
39 C -3.319 2.248 -0.577
40 C -3.567 3.451 -1.216
41 C -2.539 4.372 -1.386
42 C -1.266 4.093 -0.915
43 C -1.016 2.887 -0.275
44 C -3.065 -0.044 1.641
45 C -3.534 0.912 2.543
46 C -4.529 0.589 3.452
47 C -5.067 -0.691 3.476
48 C -4.612 -1.646 2.580
49 C -3.612 -1.323 1.673
50 P -0.098 -0.944 -1.313
51 C 0.200 0.426 -2.461
52 C -0.655 0.657 -3.540
53 C -0.448 1.751 -4.363
54 C 0.622 2.608 -4.130
55 C 1.486 2.374 -3.073
56 C 1.266 1.288 -2.237
57 C -0.209 -2.367 -2.426
58 C 0.965 -2.777 -3.058
59 C 0.948 -3.843 -3.939
60 C -0.242 -4.511 -4.200
61 C -1.414 -4.107 -3.579
62 C -1.398 -3.041 -2.688
63 H -2.437 -0.646 -1.370
64 H -4.128 1.541 -0.431
65 H -4.561 3.676 -1.577
66 H -2.737 5.312 -1.884
67 H -0.469 4.813 -1.047
68 H -0.018 2.663 0.084
69 H -3.128 1.917 2.530
70 H -4.894 1.343 4.137
71 H -5.849 -0.938 4.181
72 H -5.047 -2.637 2.579
73 H -3.282 -2.060 0.954
74 H -1.475 -0.021 -3.746
75 H -1.114 1.933 -5.195
76 H 0.782 3.456 -4.783
77 H 2.325 3.035 -2.894
78 H 1.929 1.110 -1.396
79 H 1.897 -2.257 -2.864
80 H 1.862 -4.153 -4.429
81 H -0.256 -5.339 -4.895
82 H -2.345 -4.612 -3.798
83 H -2.320 -2.737 -2.211
84 C -2.283 -4.889 0.247
85 N -1.156 -3.982 0.397
86 C 0.106 -4.393 0.435
87 N 0.351 -5.706 0.443
88 S 1.459 -3.348 0.492
89 H -3.206 -4.324 0.334
90 H -2.281 -5.637 1.040
91 H -2.269 -5.382 -0.728
92 H -1.306 -2.996 0.234
93 H -0.365 -6.388 0.257
94 H 1.307 -6.018 0.452

Record 4
One molecule with the formula C19H20N4O3S2, computed with ωB97M-V/def2-TZVPD.

Computed properties:
- HOMO level (eV) = -8.4825
- SMILES = CC1(C)SC(=S)N(/N=C/c2ccccc2O)[C@H]1N(O)C(=O)Nc1ccccc1
- strongest force on any atom (Eh/bohr) = 0.0162
- Kohn-Sham gap (eV) = 8.1
- molar mass (u) = 416.5
- energy (Eh) = -1977.1176
- energy relative to the best compared isomer or geometry (same formula, charge and spin) (kcal/mol) = 37.1

Cartesian coordinates (Å):
1 C -3.055 -2.751 -1.607
2 C -2.609 -1.321 -1.857
3 C -3.681 -0.317 -1.461
4 H -4.583 -0.498 -2.039
5 H -3.351 0.703 -1.648
6 H -3.914 -0.416 -0.403
7 C -1.243 -1.048 -1.212
8 N -1.285 -0.779 0.189
9 C -0.495 -1.539 1.062
10 O 0.047 -2.544 0.656
11 N -0.485 -1.042 2.318
12 C 0.198 -1.522 3.440
13 C 0.098 -0.785 4.617
14 C 0.748 -1.209 5.760
15 C 1.502 -2.371 5.742
16 C 1.601 -3.103 4.571
17 C 0.955 -2.688 3.421
18 H 1.033 -3.258 2.510
19 H 2.188 -4.009 4.550
20 H 2.009 -2.702 6.636
21 H 0.665 -0.630 6.668
22 H -0.488 0.123 4.631
23 H -1.009 -0.187 2.460
24 O -1.766 0.459 0.610
25 H -1.104 1.138 0.364
26 N -0.611 0.046 -1.974
27 C -0.918 0.075 -3.293
28 S -0.250 0.989 -4.475
29 S -2.209 -1.069 -3.648
30 N 0.249 0.782 -1.247
31 C 0.963 1.764 -1.673
32 C 1.805 2.507 -0.766
33 C 2.463 3.644 -1.251
34 C 3.257 4.413 -0.430
35 C 3.415 4.059 0.904
36 C 2.790 2.936 1.406
37 C 1.988 2.148 0.585
38 O 1.401 1.059 1.122
39 H 1.017 0.536 0.392
40 H 2.909 2.638 2.435
41 H 4.035 4.659 1.553
42 H 3.753 5.287 -0.822
43 H 2.330 3.914 -2.289
44 H 0.957 2.100 -2.703
45 H -0.615 -1.951 -1.300
46 H -2.320 -3.458 -1.984
47 H -3.172 -2.911 -0.537
48 H -4.006 -2.940 -2.099

Record 5
A 8-piece molecular cluster, C16H48O8S overall at a distorted geometry, computed with ωB97M-V/def2-TZVPD.

Computed properties:
- HOMO level (eV) = -8.9511
- strongest force on any atom (Eh/bohr) = 0.1693
- Kohn-Sham gap (eV) = 9.1
- molar mass (u) = 400.6
- energy (Eh) = -1638.0590
- energy relative to the best compared isomer or geometry (same formula, charge and spin) (kcal/mol) = 0.0

Cartesian coordinates (Å):
1 C -3.731 -2.222 -2.055
2 C -5.129 -1.757 -2.023
3 O -5.461 -0.894 -3.130
4 H -3.780 -2.990 -1.392
5 H -2.942 -1.434 -1.951
6 H -3.331 -2.509 -3.080
7 H -5.420 -1.103 -1.221
8 H -5.621 -2.633 -2.114
9 H -6.387 -1.180 -3.352
10 C 1.557 5.535 -1.128
11 C 0.931 6.368 -2.202
12 O 1.445 5.937 -3.426
13 H 1.469 4.454 -1.379
14 H 1.076 5.689 -0.157
15 H 2.466 5.818 -0.933
16 H 1.090 7.577 -2.026
17 H -0.102 6.062 -2.289
18 H 1.611 6.661 -3.871
19 C 1.167 -3.043 -4.795
20 C 0.667 -2.539 -3.294
21 O 1.699 -1.632 -2.908
22 H 0.760 -2.409 -5.715
23 H 0.751 -3.928 -4.916
24 H 2.329 -3.275 -4.869
25 H 0.380 -3.418 -2.607
26 H -0.222 -2.131 -3.273
27 H 1.193 -1.328 -2.000
28 C -1.762 -4.991 1.244
29 C -0.563 -4.144 1.413
30 O 0.236 -4.104 0.289
31 H -2.322 -5.243 2.144
32 H -1.472 -5.850 1.022
33 H -2.272 -4.697 0.404
34 H -0.143 -4.280 2.316
35 H -0.928 -3.188 1.788
36 H 0.269 -3.150 0.113
37 C -3.461 1.518 3.778
38 C -2.476 2.629 3.629
39 O -1.156 2.206 3.225
40 H -3.204 0.826 4.753
41 H -3.598 0.823 2.991
42 H -4.482 2.016 4.161
43 H -2.451 3.135 4.664
44 H -2.821 3.356 2.816
45 H -0.435 2.746 3.600
46 C 5.228 1.379 -0.770
47 C 4.624 0.179 -0.134
48 O 3.984 0.411 1.160
49 H 5.524 1.163 -1.801
50 H 6.127 1.477 -0.193
51 H 4.562 2.156 -0.737
52 H 5.130 -0.779 -0.057
53 H 3.732 -0.128 -1.062
54 H 4.576 0.505 1.885
55 C 2.195 -1.367 3.643
56 C 1.346 -0.137 3.748
57 O 0.075 -0.402 3.302
58 H 3.283 -1.367 4.033
59 H 2.444 -1.668 2.738
60 H 1.592 -2.148 4.068
61 H 1.644 0.845 3.206
62 H 1.427 0.010 4.702
63 H -0.480 0.423 3.214
64 C -1.360 0.300 0.299
65 S 0.474 0.169 0.240
66 O 0.636 -1.225 -0.347
67 C 0.787 1.419 -0.963
68 H -1.664 -0.199 -0.607
69 H -1.749 1.314 0.721
70 H -1.803 -0.539 1.106
71 H 1.781 1.625 -1.062
72 H 0.323 2.270 -0.757
73 H 0.146 1.046 -1.794

Record 6
One molecule with the formula C19H21N3O4, computed with ωB97M-V/def2-TZVPD.

Computed properties:
- HOMO level (eV) = -7.5426
- SMILES = COc1ccc(NC(=O)Nc2ccc(N3CCCC3=O)cc2)cc1OC
- strongest force on any atom (Eh/bohr) = 0.0104
- Kohn-Sham gap (eV) = 8.1
- molar mass (u) = 355.4
- energy (Eh) = -1201.8748
- energy relative to the best compared isomer or geometry (same formula, charge and spin) (kcal/mol) = 43.1

Cartesian coordinates (Å):
1 C 5.321 -6.335 -0.306
2 O 4.550 -5.620 0.624
3 C 3.757 -4.588 0.172
4 C 3.685 -4.223 -1.166
5 C 2.883 -3.183 -1.596
6 C 2.118 -2.469 -0.681
7 C 2.179 -2.823 0.657
8 C 2.984 -3.868 1.102
9 O 2.913 -4.066 2.447
10 C 3.655 -5.077 3.090
11 H 3.393 -4.989 4.145
12 H 3.384 -6.071 2.730
13 H 4.730 -4.930 2.970
14 H 1.599 -2.291 1.390
15 N 1.323 -1.424 -1.163
16 C 0.493 -0.583 -0.457
17 O 0.317 -0.637 0.737
18 N -0.114 0.334 -1.290
19 C -1.015 1.347 -0.954
20 C -1.460 2.190 -1.971
21 C -2.346 3.213 -1.713
22 C -2.824 3.421 -0.420
23 C -2.383 2.574 0.596
24 C -1.490 1.552 0.337
25 H -1.160 0.908 1.134
26 H -2.740 2.695 1.606
27 N -3.714 4.466 -0.136
28 C -4.533 5.093 -1.029
29 O -4.615 4.876 -2.216
30 C -5.360 6.113 -0.260
31 C -4.602 6.288 1.049
32 H -5.248 6.532 1.890
33 H -3.853 7.074 0.947
34 C -3.917 4.932 1.225
35 H -2.960 5.010 1.745
36 H -4.564 4.236 1.774
37 H -5.472 7.030 -0.835
38 H -6.353 5.688 -0.100
39 H -2.680 3.849 -2.515
40 H -1.103 2.044 -2.982
41 H 0.116 0.304 -2.273
42 H 1.389 -1.292 -2.162
43 H 2.857 -2.932 -2.647
44 H 4.266 -4.755 -1.902
45 H 4.695 -6.836 -1.053
46 H 5.854 -7.086 0.276
47 H 6.047 -5.690 -0.813